Entry 1:
Entry from OMol25: 2 unconnected molecules or ions with the total composition C3H6N2O at a distorted geometry (ωB97M-V/def2-TZVPD).

Summary:
Gap between HOMO and LUMO (alpha / beta) (eV): 7.30 / 8.93

Geometry as ORCA input:
```
! RIJCOSX wB97M-V def2-TZVPD def2/J DEFGRID3
* xyz 0 3
O -0.05585 -2.29939 1.45300
H 1.27579 1.04940 1.39196
H -2.80335 0.31503 -1.81354
N -2.20421 1.30647 -0.16484
C 1.49440 0.71452 0.45204
C 0.38679 -1.46960 0.72933
H 1.13271 1.55316 -0.16788
H 2.58328 0.74072 0.41243
H 1.37913 -0.93410 -0.96022
C 1.09827 -0.63505 -0.04081
N -2.26874 0.31299 -0.80722
H -2.01821 -0.65415 -0.48426
*
```

***

Entry 2:
Entry from OMol25: a gas-phase ion, C3H6N2O2 (charge -1) at a distorted geometry (ωB97M-V/def2-TZVPD).

Summary:
Gap between HOMO and LUMO (alpha / beta) (eV): 4.23 / 8.87

Geometry as ORCA input:
```
! RIJCOSX wB97M-V def2-TZVPD def2/J DEFGRID3
* xyz -1 2
N -0.08459 -1.37474 0.16961
C -0.16903 0.93790 0.79180
H 0.43393 -2.24604 0.28350
C 0.60209 -0.37966 0.87892
H -1.22288 0.61112 0.73881
O 1.62072 -0.64101 1.53762
N 0.10402 1.91712 -0.26258
H 1.05986 2.23890 -0.14623
O -0.75619 -2.42004 -1.82513
H 0.06706 1.52349 1.68950
H 0.13357 1.64815 -1.24032
H -1.05782 -0.40478 -1.51744
C -0.73074 -1.41040 -1.09807
*
```

***

Entry 3:
Entry from OMol25: a molecular structure, C3H6N2O2 at a distorted geometry (ωB97M-V/def2-TZVPD).

Summary:
Gap between HOMO and LUMO (eV): 10.52

Geometry as ORCA input:
```
! RIJCOSX wB97M-V def2-TZVPD def2/J DEFGRID3
* xyz 0 1
N 1.34320 -1.92815 -0.07643
H 2.07896 -2.21412 -0.75662
C 0.03048 1.25641 0.81709
O 2.65761 -0.40752 1.29739
H -0.08948 1.03274 1.91376
H 0.46440 -1.05540 -1.99895
N 0.47639 -0.07956 0.30906
H -1.11761 -2.58714 -0.40192
C 1.68718 -0.70080 0.63432
H 0.63769 2.10316 0.57644
O -1.09980 -1.68642 -0.39950
H -0.95711 1.24877 0.34096
C 0.15673 -1.19552 -0.58281
*
```

***

Entry 4:
Entry from OMol25: a single C3H6N2O2 molecule (ωB97M-V/def2-TZVPD).

Summary:
Gap between HOMO and LUMO (eV): 10.65

Geometry as ORCA input:
```
! RIJCOSX wB97M-V def2-TZVPD def2/J DEFGRID3
* xyz 0 1
C -0.03202 -1.72772 0.25114
N -0.28698 -1.41156 -0.95166
H -0.21990 0.87273 -1.53823
H 0.26746 -2.71078 0.62201
H -0.17570 -2.22298 -1.55285
H -0.75410 0.89531 1.95170
H 1.05443 2.02947 -1.49570
N 0.29380 1.57036 -1.01368
C -0.55593 0.44432 0.97922
O 1.49066 1.69530 0.92595
C 0.53439 1.28302 0.29851
H -1.47503 0.38897 0.38726
O -0.10090 -0.87631 1.27545
*
```